74
Properties=species:S:1:pos:R:3 method="wB97M-V/def2-TZVPD" gap_ev=9.688 smiles="N[C@@]1(I)COC(=O)[C@@H]1CC(=O)Br.ClCCl.ClCCl.ClCCl.ClCCl.ClCCl.ClCCl.ClCCl.ClCCl.ClCCl.ClCCl.ClCCl" total_charge=0 lumo_energy_ha=0.0012
I 3.590 -1.963 2.662
Br -1.942 -2.021 -0.338
Cl -2.884 -7.478 0.673
Cl 2.924 -3.275 -7.362
Cl -4.021 1.055 -2.229
Cl 0.512 5.360 5.739
Cl 5.273 -4.972 3.531
Cl 0.135 -1.881 -5.048
Cl 0.883 1.699 -1.941
Cl 1.559 4.543 -1.663
Cl -6.012 4.582 -1.289
Cl -1.337 2.945 1.964
Cl -4.313 4.306 1.080
Cl 4.267 3.603 1.684
Cl 5.702 -3.148 5.784
Cl 1.767 5.614 3.096
Cl -5.830 -1.637 -5.291
Cl -5.410 -0.459 -0.140
Cl -1.017 -5.216 0.708
Cl -2.213 3.331 4.733
Cl -3.993 0.641 -5.532
Cl 5.062 2.304 -0.810
Cl -2.391 -2.440 -3.664
Cl 4.598 -0.873 -7.164
O 2.562 0.576 0.851
O -2.042 -0.511 1.934
O 1.242 0.811 2.659
N 2.344 -2.982 0.101
C 5.789 -4.822 5.215
C 2.959 -1.507 -7.362
C 0.727 4.635 4.141
C -1.681 2.163 3.515
C 1.499 2.973 -0.863
C -5.678 0.118 -5.403
C 5.561 2.763 0.827
C -0.051 -1.826 1.890
C -1.136 -1.246 -3.993
C -4.668 1.086 -0.582
C 2.357 -1.745 0.798
C -2.712 -5.722 0.641
C -5.865 4.871 0.451
C -1.377 -1.324 1.393
C 1.559 0.205 1.684
C 2.990 -0.564 0.060
C 1.029 -1.095 1.113
H 6.415 3.423 0.750
H 6.816 -5.158 5.293
H 0.615 -0.759 0.151
H 5.818 1.862 1.373
H -0.771 1.685 3.857
H -0.244 4.547 3.670
H 1.187 3.661 4.262
H 2.497 2.696 -0.556
H -0.686 -0.957 -3.049
H -6.095 0.559 -4.505
H -0.019 -2.901 1.735
H -3.858 1.297 0.108
H 5.136 -5.428 5.830
H 2.352 -1.148 -6.541
H -5.424 1.859 -0.528
H 3.291 -3.347 0.059
H 4.064 -0.579 -0.076
H -3.137 -5.346 -0.282
H -3.227 -5.307 1.499
H 2.439 -0.496 -0.882
H 2.569 -1.158 -8.311
H 1.838 -3.672 0.652
H -6.660 4.336 0.958
H -0.015 -1.563 2.947
H -5.945 5.936 0.630
H 0.838 3.042 -0.007
H -1.596 -0.393 -4.477
H -6.205 0.455 -6.286
H -2.466 1.435 3.360